{"formula": "C20H41As3N7O3Ti", "method": "the ωB97M-V functional and the def2-TZVPD basis", "elements": ["Ti", "C", "As", "C", "C", "C", "C", "C", "As", "C", "C", "C", "As", "C", "C", "H", "H", "H", "H", "H", "H", "H", "H", "H", "H", "H", "H", "H", "H", "H", "H", "H", "H", "H", "H", "H", "H", "H", "H", "H", "H", "H", "N", "C", "C", "C", "C", "N", "C", "N", "N", "C", "O", "O", "H", "H", "H", "H", "H", "H", "H", "H", "H", "H", "H", "H", "H", "H", "O", "N", "C", "C", "N", "C", "N"], "coordinates": [[-0.21352, -0.39623, -0.06565], [-0.37335, -1.94137, -4.07263], [-1.15168, -1.89860, -2.28105], [-0.88681, -3.75167, -1.76404], [-3.10046, -1.96265, -2.50092], [-3.87121, -0.69364, -2.89698], [-5.32580, -1.09217, -3.17180], [-3.92961, 0.29507, -1.71581], [-2.29072, 1.04311, -0.95291], [-3.04563, 2.15419, 0.44019], [-1.70651, 2.40042, -2.22196], [-3.25963, 0.01693, -4.10836], [-3.22378, -0.62557, -6.00374], [-3.61121, -2.55774, -5.99973], [-5.00630, -0.02953, -6.55803], [-0.84528, -2.71774, -4.67406], [0.68410, -2.19689, -3.97629], [-0.45877, -0.99106, -4.59552], [-1.34025, -4.41001, -2.50674], [-1.34199, -3.91201, -0.78854], [0.17863, -3.95670, -1.67991], [-3.45119, -2.30110, -1.51990], [-3.30931, -2.77332, -3.20062], [-5.77416, -1.53976, -2.28299], [-5.39826, -1.81427, -3.98106], [-5.92163, -0.21806, -3.44023], [-4.42679, -0.19044, -0.86931], [-4.55334, 1.14975, -1.99889], [-3.76055, 2.84395, -0.01008], [-2.24812, 2.70494, 0.93212], [-3.55360, 1.52581, 1.16994], [-2.56133, 2.86081, -2.71728], [-1.04277, 1.97847, -2.97511], [-1.16267, 3.15330, -1.65266], [-2.21559, 0.26206, -3.88773], [-3.75604, 0.98865, -4.21713], [-2.93337, -3.11137, -5.35549], [-3.44684, -2.90512, -7.01992], [-4.63681, -2.78828, -5.71992], [-5.05461, 1.05620, -6.48225], [-5.80028, -0.47254, -5.96123], [-5.14801, -0.30319, -7.60278], [1.86202, -0.36341, -1.11900], [2.73006, -1.07645, -0.16732], [3.66707, -2.06931, -0.85752], [4.69492, -1.42181, -1.79181], [5.77530, -0.58799, -1.09593], [5.28628, 0.62335, -0.41900], [4.80220, 1.70316, -1.01759], [4.95877, 1.87531, -2.33534], [4.09903, 2.59571, -0.31689], [1.86716, -1.84155, 0.85701], [2.31224, -2.17704, 1.92031], [0.67287, -2.07501, 0.37376], [1.96932, -0.70881, -2.06533], [1.97700, 0.64368, -1.08908], [3.30148, -0.36459, 0.41779], [3.05193, -2.78632, -1.40907], [4.18944, -2.64140, -0.08732], [4.20213, -0.82770, -2.56744], [5.23395, -2.20646, -2.32813], [6.57605, -0.30780, -1.78451], [6.25617, -1.17454, -0.31388], [5.17614, 0.56901, 0.58060], [5.60395, 1.29779, -2.84632], [4.67332, 2.73377, -2.77451], [3.92052, 2.47117, 0.66756], [3.87977, 3.50005, -0.69924], [0.28655, 1.37779, 0.10551], [0.56424, 0.67256, 1.42149], [-0.59951, 0.79993, 2.27482], [-1.44156, -0.22562, 1.92316], [-1.90072, -1.06978, 1.22944], [-0.81896, 1.87638, 3.14061], [-0.97765, 2.77312, 3.84978]], "forces_ev_per_a": [[-0.355, 0.827, -0.517], [0.000, -0.090, -0.039], [0.031, -0.119, 0.268], [-0.046, -0.027, -0.130], [-0.008, -0.042, -0.060], [-0.006, -0.027, 0.056], [-0.021, -0.006, 0.030], [-0.102, 0.088, 0.052], [0.114, -0.130, -0.273], [-0.098, -0.020, -0.097], [-0.079, 0.079, 0.013], [0.065, 0.080, -0.083], [0.032, -0.021, 0.047], [-0.017, 0.010, 0.042], [0.052, 0.024, 0.000], [-0.013, 0.017, 0.018], [-0.027, 0.017, 0.046], [-0.030, 0.023, 0.045], [0.030, -0.012, 0.055], [0.006, 0.011, 0.002], [-0.011, 0.003, 0.000], [0.023, -0.006, -0.022], [0.004, 0.019, -0.053], [0.002, -0.012, 0.005], [0.019, -0.041, -0.057], [0.008, 0.022, -0.009], [0.047, 0.016, 0.002], [0.015, -0.031, 0.021], [0.014, -0.011, 0.040], [-0.002, 0.022, -0.010], [0.011, 0.022, -0.007], [0.025, 0.020, 0.020], [-0.016, -0.017, 0.014], [0.003, -0.012, -0.009], [-0.035, -0.042, -0.001], [0.004, -0.027, -0.035], [0.047, -0.004, 0.018], [-0.020, 0.033, -0.003], [-0.021, 0.012, 0.030], [-0.020, 0.001, -0.008], [-0.012, -0.014, 0.019], [-0.007, -0.004, 0.000], [-0.166, 0.006, 0.040], [0.194, -0.259, 0.260], [0.166, 0.267, 0.051], [0.111, -0.078, -0.072], [-0.037, -0.017, 0.092], [0.037, 0.123, -0.089], [-0.109, -0.119, 0.079], [0.065, 0.008, 0.071], [0.160, 0.076, -0.005], [0.235, -0.080, -0.255], [0.142, -0.136, -0.067], [-0.259, 0.034, 0.215], [-0.071, 0.029, -0.001], [0.060, -0.028, -0.060], [-0.138, 0.088, 0.042], [0.061, 0.010, -0.092], [-0.063, 0.006, 0.035], [-0.017, 0.051, 0.025], [-0.046, -0.028, 0.000], [-0.052, -0.016, -0.056], [-0.013, -0.034, -0.027], [-0.011, 0.038, 0.032], [0.017, -0.012, 0.017], [-0.054, -0.003, 0.006], [-0.061, -0.074, -0.012], [-0.038, -0.011, -0.019], [-0.110, -0.657, 0.195], [-0.354, 0.180, 0.320], [0.778, -0.473, -0.341], [-0.153, 0.663, 0.048], [0.160, -0.275, -0.107], [-0.003, 0.002, 0.317], [-0.034, 0.094, -0.078]], "max_force_ev_per_a": 1.0, "energy_ha": -8952.239560, "charge": 1, "homo_lumo_gap_ev": 6.6, "molar_mass_da": 700.227, "multiplicity": 1}